(1)
Entry from the Open Molecules 2025 dataset: a single C2H5N molecule (wB97M-V/def2-TZVPD).

Structure (ORCA input):
```
! wB97M-V def2-TZVPD RIJCOSX def2/J DEFGRID3
* xyz 0 1
C -1.01530 0.43180 -0.44906
N -0.10233 -0.41570 -0.35356
C 0.97690 -0.16173 0.58149
H -1.75761 0.29717 -1.25996
H -1.28702 1.38422 0.03547
H 1.90209 -0.58784 0.17553
H 0.95752 -0.74603 1.50410
H 1.07856 0.88593 0.82929
*
```

The energy above the lowest of the compared OMol25 structures with the same formula, charge and spin comes out at 0.631 eV.

(2)
Entry from the Open Molecules 2025 dataset: 3 unconnected molecules or ions with the total composition C23H27N2O10 (wB97M-V/def2-TZVPD).

Structure (ORCA input):
```
! wB97M-V def2-TZVPD RIJCOSX def2/J DEFGRID3
* xyz 0 2
C -3.80324 0.99579 0.88302
C -2.94783 -0.31892 0.30201
O -3.93488 -1.44927 0.35082
C -4.08161 -1.93000 1.75294
N -3.99274 -2.75222 2.77869
C -2.59144 -0.10371 -1.27467
C -1.09312 0.43421 -1.62028
C -0.71560 -0.25761 -3.10061
C -1.12493 2.06862 -1.97830
N 0.00975 0.02816 -0.69000
O 0.21908 -1.29750 -0.97234
C -0.30192 0.16446 0.77485
C -0.41666 1.75030 1.29860
C 0.89708 -0.45246 1.77037
C -1.65936 -0.69955 1.23564
H -3.92386 1.82320 0.06135
H -4.87397 0.71000 1.25836
H -3.21569 1.47958 1.78414
H -3.37149 0.66305 -1.74565
H -2.82000 -1.13796 -1.82511
H -1.23827 0.34192 -3.99120
H -1.13929 -1.35947 -3.19530
H 0.43969 -0.17753 -3.31578
H -1.52148 2.28978 -3.05957
H -1.78541 2.68565 -1.23594
H 0.01877 2.39839 -1.97170
H 0.57466 2.30462 0.93054
H -1.34594 2.31016 0.86489
H -0.38014 1.82637 2.48192
H 0.46914 -0.72083 2.85098
H 1.67881 0.41574 1.89544
H 1.43803 -1.38276 1.31919
H -1.78812 -0.47612 2.38241
H -1.36567 -1.83158 1.04402
C 2.48491 -2.74502 5.15786
C 2.83435 -2.72559 6.44558
C 1.84944 -3.03375 7.51918
O 2.20462 -3.02651 8.69255
C 0.46584 -3.33457 7.11947
C 0.11580 -3.35055 5.83189
C 1.10714 -3.06953 4.75745
O 0.75972 -3.10971 3.58194
O -1.18338 -3.62982 5.44935
O 4.12682 -2.41887 6.82972
H 3.19114 -2.52523 4.36713
H -0.24399 -3.53920 7.91067
H -1.18252 -3.58180 4.46844
H 4.12730 -2.47283 7.81022
C 2.18038 1.04449 -5.68735
C 3.30636 1.75231 -5.79634
C 3.27762 3.20926 -6.10314
O 4.32793 3.83712 -6.17840
C 1.96675 3.84396 -6.31139
C 0.84107 3.13521 -6.20576
C 0.86893 1.68475 -5.87184
O -0.18322 1.06395 -5.76347
O -0.39414 3.72478 -6.40290
O 4.54282 1.15685 -5.62686
H 2.18660 -0.01464 -5.46256
H 1.96103 4.89948 -6.55134
H -1.05031 3.00623 -6.27016
H 5.19859 1.87669 -5.75365
*
```

(3)
Entry from the Open Molecules 2025 dataset: a molecular structure, C24H21AsF3N3RuS7 (wB97M-V/def2-TZVPD).

Structure (ORCA input):
```
! wB97M-V def2-TZVPD RIJCOSX def2/J DEFGRID3
* xyz 0 1
Ru 0.29800 0.16830 -0.26170
S 1.31220 1.85000 2.13930
As -0.57270 1.72920 3.17240
S -1.86970 0.63300 1.30200
S -1.00810 -1.14420 1.24420
S -0.16070 0.23220 4.61550
S 2.69770 0.08780 0.00260
C 3.25310 1.58890 -0.62800
N 4.56770 1.88900 -0.52700
C 5.03170 3.13950 -1.07760
C 4.24120 3.44940 -2.34380
N 2.84950 3.52850 -1.97530
C 1.97880 4.41620 -2.71370
C 1.71420 3.93940 -4.12470
C 0.62970 3.11700 -4.40780
C 0.38690 2.70420 -5.70750
C 1.22480 3.10850 -6.73430
C 2.32020 3.91020 -6.45790
C 2.55940 4.31980 -5.15840
C 2.36540 2.48790 -1.24330
S 0.66860 2.31920 -1.05550
C 5.56530 0.92620 -0.12400
C 6.25040 0.36520 -1.34420
C 5.49560 -0.32170 -2.28780
C 6.08260 -0.78040 -3.45100
C 7.43260 -0.56400 -3.67930
C 8.19640 0.09770 -2.73340
C 7.60440 0.56650 -1.57230
H 6.09640 3.06080 -1.30180
H 4.87390 3.94150 -0.34680
H 4.40740 2.65150 -3.08100
H 4.55270 4.39900 -2.77760
H 2.45680 5.40000 -2.72850
H 1.03980 4.48680 -2.16370
H -0.03210 2.79690 -3.61710
H -0.46630 2.07460 -5.91180
H 1.01920 2.81480 -7.75220
H 2.98290 4.22940 -7.25040
H 3.41100 4.95160 -4.94980
H 5.06540 0.13370 0.43670
H 6.28670 1.42720 0.52610
H 4.44680 -0.50210 -2.09740
H 5.48740 -1.31570 -4.17700
H 7.88650 -0.90080 -4.59890
H 9.25440 0.24920 -2.89400
H 8.20130 1.07920 -0.83190
F -1.17900 -3.22070 -4.99530
C -0.18260 -2.33610 -4.79610
F -0.64620 -1.14740 -5.17530
F 0.77780 -2.66140 -5.68860
C 0.35470 -2.41380 -3.39330
C 1.20540 -3.46290 -3.08110
C 1.71640 -3.58470 -1.79480
C 1.38660 -2.62490 -0.85590
N 0.59700 -1.60840 -1.16380
C 0.04200 -1.48090 -2.38780
S -1.00290 -0.13180 -2.44140
H 1.47080 -4.17660 -3.84650
H 2.37500 -4.39650 -1.54300
H 1.74940 -2.66150 0.16400
*
```

(4)
Entry from the Open Molecules 2025 dataset: 2 unconnected molecules or ions with the total composition C2H9N2O (wB97M-V/def2-TZVPD).

Structure (ORCA input):
```
! wB97M-V def2-TZVPD RIJCOSX def2/J DEFGRID3
* xyz 0 2
C 2.04703 -1.20767 1.21482
O 1.19328 -0.25896 0.79544
H 1.90656 -2.18363 0.72169
H 2.07445 -1.38209 2.29816
H 3.09635 -0.98934 0.94667
N -1.36859 0.78008 0.44182
C -1.56049 0.97354 -0.97352
N -0.88205 -0.06793 -1.77848
H -1.52089 1.57505 1.05881
H -0.48909 0.50589 0.81444
H -1.13000 1.89762 -1.37698
H -2.63582 0.94515 -1.14721
H -0.79850 -0.86680 -1.15150
H 0.06774 0.27911 -1.86416
*
```

The energy above the lowest of the compared OMol25 structures with the same formula, charge and spin comes out at 1.147 eV.

(5)
Entry from the Open Molecules 2025 dataset: 2 unconnected molecules or ions with the total composition C10H17NSi (wB97M-V/def2-TZVPD).

Structure (ORCA input):
```
! wB97M-V def2-TZVPD RIJCOSX def2/J DEFGRID3
* xyz 0 1
C -4.25849 -0.66318 0.26309
C -3.79610 0.55811 -0.17539
C -3.28996 -1.68153 0.46838
C -2.51084 0.84833 -0.46944
C -1.69384 -0.29705 -0.41459
C -2.06500 2.32454 -0.70609
C 1.66234 -2.36306 0.38754
C 3.38805 -0.08995 -0.97016
C 1.27152 0.66426 1.42285
C 0.28782 -0.27609 -1.29744
N -2.04383 -1.47103 -0.01823
Si 1.65894 -0.48108 -0.09183
H -5.29577 -0.94470 0.63795
H -4.53752 1.39294 -0.23566
H -3.44291 -2.75536 0.85594
H -1.43980 2.61584 0.11990
H -1.34076 2.30928 -1.66053
H -2.90088 2.99248 -0.75568
H 0.67611 -2.73630 0.17964
H 2.30566 -2.74086 -0.53976
H 1.85679 -2.84984 1.31974
H 3.15330 0.78646 -1.58898
H 4.08747 0.11295 -0.17676
H 3.49938 -1.01084 -1.45569
H 1.90989 0.97744 2.24205
H 0.85633 1.61909 1.08695
H 0.43486 0.11193 1.86178
H 0.04877 -1.04326 -2.14219
H 0.26807 0.68272 -1.71235
*
```

The energy above the lowest of the compared OMol25 structures with the same formula, charge and spin comes out at 2.772 eV.

(6)
Entry from the Open Molecules 2025 dataset: 3 unconnected molecules or ions with the total composition C4H13NO3 (wB97M-V/def2-TZVPD).

Structure (ORCA input):
```
! wB97M-V def2-TZVPD RIJCOSX def2/J DEFGRID3
* xyz 0 1
C 0.75880 -0.86295 0.41467
C -0.59389 -0.21784 0.23997
C -1.19343 0.80275 1.15850
C -0.65874 0.07068 -1.23115
N -0.42266 1.41421 -1.53778
O -0.96537 -0.72761 -2.06456
H 0.72174 -1.69072 1.21186
H 1.03370 -1.37017 -0.63354
H 1.53674 -0.16946 0.73804
H -1.36140 -0.95616 0.42570
H -1.14227 0.32836 2.14787
H -2.21695 1.19546 1.20397
H -0.58356 1.73677 1.15787
H -0.26221 2.06415 -0.72217
H -0.33722 1.84459 -2.41330
O 1.75060 2.16817 1.56685
H 2.55799 2.67088 1.26369
H 1.46735 2.68664 2.33807
O 0.20361 -3.78179 -2.00163
H -0.72481 -3.78700 -2.16703
H 0.43197 -3.41897 -1.09588
*
```

The energy above the lowest of the compared OMol25 structures with the same formula, charge and spin comes out at 1.703 eV.

no.,electronic energy (Eh)
1,-133.91023
2,-1754.15341
3,-6509.02520
4,-266.23235
5,-735.37909
6,-440.65262